Entry 1:
{
  "formula": "C23H26As2N3O2ReSbSe4",
  "method": "wB97M-V/def2-TZVPD",
  "elements": ["Re", "O", "C", "C", "C", "C", "C", "C", "C", "O", "N", "N", "C", "C", "C", "C", "C", "C", "N", "H", "H", "H", "H", "H", "H", "H", "H", "H", "H", "C", "As", "C", "C", "C", "C", "C", "C", "C", "As", "C", "C", "H", "H", "H", "H", "H", "H", "H", "H", "H", "H", "H", "H", "H", "H", "H", "H", "Se", "Sb", "Se", "Se", "Se"],
  "coordinates": [[-0.2148, 0.9702, -0.3060], [-3.2293, 0.9369, 4.3631], [-2.6687, -0.2626, 4.2833], [-3.0383, -1.1601, 5.2300], [-2.4625, -2.3978, 5.2924], [-1.4970, -2.7512, 4.2940], [-1.0482, -1.8885, 3.3469], [-1.6572, -0.5758, 3.2425], [-1.2783, 0.3158, 2.2244], [-0.2479, -0.0575, 1.4109], [-1.9346, 1.4696, 1.8050], [-0.9510, 2.2130, 1.1121], [-0.9030, 3.4828, 1.0869], [-0.0618, 3.8624, -0.0062], [0.1973, 5.1868, -0.2948], [1.0588, 5.5137, -1.3109], [1.4913, 4.4912, -2.1291], [1.2689, 3.2070, -1.7691], [0.4369, 2.8104, -0.7809], [-2.9054, 1.5349, 3.6416], [-3.7100, -0.8528, 6.0221], [-2.6432, -3.0564, 6.0880], [-0.9261, -3.6755, 4.3679], [-0.2407, -2.2110, 2.7444], [-1.4965, 4.2438, 1.6646], [-0.1134, 6.0215, 0.3319], [1.2245, 6.5966, -1.5175], [2.2330, 4.6165, -2.8996], [1.7683, 2.4447, -2.3819], [3.5514, 1.2442, 0.5599], [2.1884, -0.0240, 0.1488], [2.1228, -1.1854, 1.7394], [2.8656, -1.0716, -1.3231], [4.0299, -1.8292, -1.2314], [4.3710, -2.7088, -2.2590], [3.5935, -2.8104, -3.4273], [2.4496, -2.0643, -3.4983], [2.1172, -1.1879, -2.4703], [0.4356, -0.3566, -2.4847], [-0.7482, -1.7647, -3.0582], [0.5049, 0.6303, -4.2220], [3.4014, 1.9831, 1.3565], [3.8915, 1.7244, -0.3819], [4.4530, 0.6596, 0.8937], [3.1412, -1.5882, 1.8656], [1.4308, -1.9498, 1.4417], [1.8098, -0.5794, 2.5929], [4.7644, -1.6917, -0.4234], [5.2554, -3.3140, -2.1625], [3.8934, -3.5184, -4.1960], [1.8549, -2.0729, -4.4128], [-0.7071, -1.8596, -4.1408], [-1.7940, -1.5130, -2.9466], [-0.5371, -2.7098, -2.5421], [0.8549, -0.1463, -4.8731], [1.2063, 1.5311, -4.2478], [-0.4912, 0.8885, -4.6710], [-9.3807, -4.8316, -1.7260], [-8.4990, -3.6279, 0.2632], [-2.5981, 0.7576, -0.0129], [-9.3534, -2.1205, 1.8684], [-6.5290, -3.9217, -1.1753]],
  "atomic_forces_ev_per_a": [[0.8, -1.4, -0.7], [0.2, 0.7, -0.8], [1.5, 1.5, -2.7], [-0.5, -1.2, 1.8], [1.3, 0.6, -2.2], [0.6, -0.5, 0.9], [-1.4, 1.1, 0.6], [-0.9, -0.3, 1.4], [2.2, -1.8, -1.8], [-2.2, 0.4, 2.4], [-0.3, 0.1, 1.1], [-0.3, -0.7, 0.6], [-0.4, 1.4, -0.1], [0.0, 0.2, -0.2], [0.7, 0.7, 0.5], [-0.9, 1.5, -0.9], [1.5, 0.5, 0.2], [-0.1, -1.7, -1.0], [0.7, 1.7, 0.8], [-0.4, -0.5, 0.6], [-0.1, 0.2, -0.2], [-0.4, -0.8, 0.9], [-0.5, 0.0, 0.2], [0.5, 0.1, -0.7], [0.6, -1.2, -0.4], [-0.4, -0.6, 0.1], [0.2, -1.1, 0.1], [-0.1, 0.4, -0.3], [-0.4, 0.0, 0.6], [2.4, -0.2, -0.2], [-0.8, 1.1, 0.6], [1.2, 0.6, -1.0], [0.6, -0.3, 0.4], [1.0, -0.1, -0.1], [-0.3, 0.3, -0.2], [0.8, -0.6, 1.0], [-0.2, 0.7, -0.9], [-0.3, -0.5, 0.2], [-1.7, 1.5, -0.8], [-0.4, -0.4, -0.3], [-0.3, 1.1, 0.1], [-0.6, -0.2, -0.4], [-0.4, 0.0, 0.6], [-0.7, 0.4, -0.3], [-0.5, 0.1, 0.1], [-0.3, -0.5, 0.4], [0.0, -0.3, -0.2], [-0.6, -0.2, -0.1], [0.2, 0.0, 0.0], [-0.2, 0.3, 0.0], [0.0, -0.2, 0.3], [0.6, -0.4, -0.1], [-0.2, 0.3, 0.7], [0.0, 0.3, -0.3], [0.6, -0.2, -0.5], [-1.0, -1.4, 0.1], [0.7, 0.0, 0.9], [2.0, 0.7, 0.8], [-0.6, 0.8, 0.1], [-0.9, -0.2, -0.6], [0.5, -0.9, -0.8], [-2.0, -0.7, -0.2]],
  "nbo_charge": [0.602, -0.624, 0.532, -0.335, -0.034, -0.251, -0.091, -0.312, 0.633, -0.648, -0.465, -0.283, 0.071, 0.136, -0.192, -0.107, -0.208, 0.057, -0.472, 0.511, 0.261, 0.242, 0.241, 0.230, 0.266, 0.261, 0.267, 0.257, 0.221, -0.991, 1.171, -0.889, -0.356, -0.194, -0.154, -0.180, -0.134, -0.404, 1.069, -0.948, -0.910, 0.269, 0.254, 0.256, 0.248, 0.232, 0.255, 0.234, 0.245, 0.251, 0.215, 0.249, 0.245, 0.256, 0.234, 0.245, 0.261, 0.113, 0.990, 0.207, -0.078, -0.024],
  "charge": 3,
  "de_lowest_kcal_mol": 116.3,
  "total_energy_ha": -15601.5081,
  "fmax_ha_per_bohr": 0.0668,
  "lumo_energy_ev": [-10.69, -10.69]
}

---

Entry 2:
{
  "formula": "C15H18",
  "method": "wB97M-V/def2-TZVPD",
  "elements": ["C", "C", "C", "C", "C", "C", "C", "C", "H", "H", "H", "H", "H", "H", "H", "H", "H", "H", "C", "C", "C", "C", "C", "C", "C", "H", "H", "H", "H", "H", "H", "H", "H"],
  "coordinates": [[2.9095, 2.6452, 1.9110], [2.6315, 1.2039, 0.9800], [2.0059, 1.2756, -0.3297], [1.7632, 0.2248, -1.2379], [1.4684, 0.5112, -2.5377], [1.1502, 1.8593, -2.9633], [1.2608, 2.8559, -1.9978], [1.6630, 2.6285, -0.6499], [3.5162, 3.4137, 1.4264], [3.8052, 2.4633, 2.5479], [1.9632, 2.9825, 2.2624], [3.7004, 1.0088, 0.7666], [1.9813, 0.5292, 1.7393], [1.9007, -0.7584, -0.9172], [1.6216, -0.1987, -3.3088], [0.8276, 2.0945, -4.0401], [1.0165, 3.8982, -2.3515], [1.7749, 3.2983, 0.1168], [-3.6049, -1.1492, 2.1401], [-2.8352, -1.8184, 1.0861], [-1.4777, -1.5012, 0.9138], [-0.7795, -2.1385, -0.1393], [-1.3672, -3.0932, -0.8929], [-2.7540, -3.3015, -0.7289], [-3.4972, -2.7409, 0.2888], [-3.0527, -0.3650, 2.6732], [-3.8055, -1.9276, 2.9800], [-4.5537, -0.7862, 1.7312], [-1.0302, -0.7905, 1.5829], [0.3202, -1.7933, -0.3914], [-0.8840, -3.6494, -1.5520], [-3.1910, -3.9595, -1.5036], [-4.4476, -2.9215, 0.3955]],
  "atomic_forces_ev_per_a": [[1.6, -2.4, -2.1], [0.8, 0.7, 4.2], [-1.9, 3.1, -0.8], [0.8, 2.0, 0.8], [-0.6, 2.6, -1.3], [0.4, -1.2, 0.2], [-0.6, 1.8, 0.0], [-0.2, -4.1, -4.0], [-1.1, 0.4, -1.3], [-1.6, -0.9, 1.0], [-0.2, 0.5, 1.0], [-0.6, -1.2, 0.7], [2.2, 1.0, -1.7], [0.6, -1.4, 0.3], [-0.5, -1.0, -0.4], [0.7, -0.4, 1.9], [0.2, -1.1, 0.6], [0.1, 2.0, 1.0], [-0.7, -0.9, 2.5], [1.2, 0.4, 0.3], [-0.9, -1.1, -1.3], [3.1, 2.1, 1.1], [-3.7, 1.8, 2.4], [0.3, -1.3, -1.0], [5.9, 1.1, -1.6], [-0.2, 0.1, -0.5], [-0.1, 1.2, -1.3], [0.1, 0.1, 0.4], [0.3, 0.3, -0.1], [-2.4, -1.0, 0.8], [2.2, -2.0, -3.1], [-0.1, 0.2, 0.8], [-5.1, -0.9, 0.6]],
  "nbo_charge": [-0.642, -0.414, -0.023, -0.236, -0.176, -0.240, -0.199, -0.223, 0.212, 0.227, 0.213, 0.225, 0.218, 0.205, 0.208, 0.224, 0.207, 0.214, -0.631, 0.009, -0.237, -0.170, -0.247, -0.164, -0.235, 0.216, 0.216, 0.220, 0.211, 0.206, 0.203, 0.203, 0.200],
  "de_lowest_kcal_mol": 73.1,
  "total_energy_ha": -582.2493,
  "fmax_ha_per_bohr": 0.1207,
  "lumo_energy_ev": 0.88,
  "smiles": "CCc1ccccc1.Cc1ccccc1"
}

---

Entry 3:
{
  "formula": "C2H5N3OS",
  "method": "wB97M-V/def2-TZVPD",
  "elements": ["C", "C", "H", "H", "H", "H", "H", "N", "N", "N", "O", "S"],
  "coordinates": [[0.6262, -0.8114, -0.0091], [-1.4233, 1.9342, -0.2799], [1.9345, -2.2649, -0.3830], [2.6121, -0.3777, -0.1625], [-0.3479, -2.3999, 0.5520], [-1.0563, -0.0688, 1.0068], [-0.6200, 2.3109, -1.0879], [1.7451, -1.2508, -0.6688], [-0.3631, -1.4356, 0.5449], [-0.7631, 0.9443, 0.5162], [0.4497, 0.5446, -0.0758], [-2.7940, 2.8751, 0.0473]],
  "atomic_forces_ev_per_a": [[-3.0, 0.0, 0.4], [2.1, 0.7, 0.7], [0.1, 2.1, -0.4], [-3.0, -3.9, -2.3], [0.3, -2.4, 0.1], [-0.3, 2.2, -1.3], [-2.0, -1.0, 1.5], [3.5, 2.1, 2.9], [1.2, 2.4, -0.5], [-1.9, 0.2, -0.3], [1.3, -0.4, -0.4], [1.8, -1.9, -0.4]],
  "nbo_charge": [0.689, -0.102, 0.401, 0.413, 0.372, 0.453, 0.205, -0.796, -0.803, -0.343, -0.372, -0.118],
  "de_lowest_kcal_mol": 117.9,
  "total_energy_ha": -716.7529,
  "fmax_ha_per_bohr": 0.1053,
  "lumo_energy_ev": -0.18
}

---

Entry 4:
{
  "formula": "C5H7Br",
  "method": "wB97M-V/def2-TZVPD",
  "elements": ["C", "C", "C", "C", "C", "Br", "H", "H", "H", "H", "H", "H", "H"],
  "coordinates": [[-1.6955, -0.6948, -1.2862], [-1.2826, -1.3230, -0.3493], [-0.0707, -0.2168, 1.4190], [0.9093, 0.0671, 0.5069], [0.9708, 1.3377, -0.3503], [2.1712, -1.2535, 0.1478], [-2.1131, -0.1814, -2.0532], [-0.9291, -2.0949, 0.2771], [-0.8964, 0.5172, 1.5901], [-0.1791, -1.1312, 1.9161], [1.8884, 1.9697, -0.0547], [0.1042, 2.0144, -0.4082], [1.1225, 0.9896, -1.3550]],
  "atomic_forces_ev_per_a": [[0.6, -1.0, 1.7], [-0.1, -0.4, -0.5], [-5.4, 0.8, 3.9], [4.0, 2.7, -4.5], [1.4, -0.2, 0.9], [0.0, 0.1, 0.0], [-0.8, 1.3, -1.7], [0.0, -0.2, 0.1], [1.0, -0.7, -0.1], [0.2, -0.9, 0.8], [-1.2, -0.8, -0.4], [0.0, -0.6, 0.7], [0.3, 0.1, -0.7]],
  "nbo_charge": [-0.207, -0.229, -0.398, -0.097, -0.683, 0.083, 0.221, 0.244, 0.206, 0.186, 0.219, 0.228, 0.227],
  "de_lowest_kcal_mol": 48.8,
  "total_energy_ha": -2768.4593,
  "s_squared": 2.01,
  "spin_multiplicity": 3,
  "fmax_ha_per_bohr": 0.1305,
  "lumo_energy_ev": [0.87, -1.81]
}